Record 1
Molecular formula: C2H3PS
Method: DFT, ωB97M-V/def2-TZVPD

Geometry as XYZ:
```
7
Properties=species:S:1:pos:R:3
C -0.608 0.075 0.998
C 0.125 -0.077 -0.216
P 0.292 0.201 -1.970
S -2.128 0.609 1.066
H -0.314 -0.368 1.977
H 1.088 -0.244 0.089
H 1.545 -0.196 -1.944
```

Electronic energy   -22243.402 eV
Relative energy (zero: lowest compared OMol25 entry of this formula, charge and spin)   27.1 kcal per mole
Charge   0
HOMO level   -8.9 eV
Structure (SMILES)   [H]/P=C/C=S
Frontier orbital gap   7.0 eV
Strongest force on any atom   4.85 eV Å⁻¹


Record 2
Molecular formula: C2H3PS3
Method: DFT, ωB97M-V/def2-TZVPD

Geometry as XYZ:
```
9
Properties=species:S:1:pos:R:3
C -0.660 -0.326 0.119
C -0.167 1.014 -0.211
P -2.068 -1.052 0.447
S 1.391 -1.519 0.131
S 1.437 1.511 0.553
S 2.427 0.064 -0.461
H -0.078 0.873 -1.310
H -0.706 1.911 0.201
H -1.577 -2.477 0.532
```

Electronic energy   -43914.294 eV
Relative energy (zero: lowest compared OMol25 entry of this formula, charge and spin)   27.9 kcal per mole
Charge   0
HOMO level   -8.3 eV
Frontier orbital gap   7.5 eV
Strongest force on any atom   3.35 eV Å⁻¹


Record 3
Molecular formula: C2H4
Method: DFT, ωB97M-V/def2-TZVPD

Geometry as XYZ:
```
6
Properties=species:S:1:pos:R:3
C -0.145 -0.401 -0.539
C 0.134 0.357 0.537
H 0.438 -0.160 -1.418
H -1.043 -0.924 -0.719
H 1.090 0.923 0.700
H -0.415 0.421 1.448
```

Electronic energy   -2137.619 eV
Relative energy (zero: lowest compared OMol25 entry of this formula, charge and spin)   6.5 kcal per mole
Charge   0
HOMO level   -10.1 eV
Structure (SMILES)   C=C
Frontier orbital gap   11.5 eV
Strongest force on any atom   2.87 eV Å⁻¹


Record 4
Molecular formula: C2H42N2O17
Method: DFT, ωB97M-V/def2-TZVPD

Geometry as XYZ:
```
63
Properties=species:S:1:pos:R:3
C 0.423 -0.761 0.056
C -0.222 0.141 1.087
N -1.161 1.176 0.492
N -0.055 -2.042 -0.371
H 0.623 -0.186 -0.905
H 1.488 -1.009 0.393
H -0.797 -0.143 1.931
H 0.614 0.860 1.465
H -1.392 1.019 -0.447
H -0.764 2.101 0.367
H -0.533 -2.672 0.287
H -0.742 -2.083 -1.090
H 1.785 -4.325 0.015
H 2.818 -3.172 0.046
O 2.579 -3.975 0.431
H 3.303 0.600 -2.441
H 3.877 -0.624 -1.464
O 3.715 0.342 -1.586
H -0.740 0.076 -2.806
H -0.875 1.226 -3.738
O -1.092 0.943 -2.865
H 1.383 -2.886 3.257
H 2.345 -2.188 2.231
O 1.907 -2.099 3.072
H 0.302 3.338 3.162
H 1.384 2.473 2.658
O 0.968 3.338 2.464
H 1.661 3.029 -1.440
H 0.414 2.338 -1.598
O 1.204 2.578 -2.147
H -3.174 -1.085 3.528
H -1.774 -0.556 3.362
O -2.249 -1.423 3.566
H -2.458 -1.753 -4.006
H -2.892 -1.884 -2.524
O -2.218 -1.942 -3.142
H -4.095 1.368 -2.533
H -2.625 1.105 -2.072
O -3.530 1.235 -1.773
H -2.855 3.119 -0.770
H -2.785 3.034 0.755
O -2.906 3.609 0.077
H -1.101 4.549 -0.041
H 0.161 4.218 0.798
O -0.373 3.907 -0.066
H -1.433 -2.517 2.541
H -0.773 -3.648 2.975
O -1.025 -3.303 2.141
H 4.555 -0.322 0.197
H 3.342 0.173 0.782
O 3.921 -0.584 0.808
H 1.036 -1.922 -2.922
H 2.082 -2.874 -3.567
O 1.684 -2.564 -2.802
H 0.968 -0.799 3.330
H 1.446 -0.325 4.821
O 0.985 -0.017 4.052
H 1.247 1.301 -3.209
H 1.742 0.623 -4.574
O 1.176 0.500 -3.721
H -3.953 0.156 0.537
H -2.870 0.796 1.499
O -3.677 0.412 1.438
```

Electronic energy   -40541.497 eV
Charge   0
HOMO level   -8.7 eV
Frontier orbital gap   8.6 eV
Strongest force on any atom   5.80 eV Å⁻¹


Record 5
Molecular formula: C2H44CaO22
Method: DFT, ωB97M-V/def2-TZVPD

Geometry as XYZ:
```
69
Properties=species:S:1:pos:R:3
Ca 2.027 -0.513 -1.355
O -0.191 -1.042 -1.240
C -0.622 0.067 -0.548
C 0.231 0.270 0.731
O 1.357 0.886 0.248
H -1.640 -0.220 -0.280
H -0.540 1.020 -1.000
H 0.758 -0.652 1.049
H -0.338 0.778 1.555
O -1.844 2.602 -2.575
H -2.189 2.558 -1.690
H -2.420 2.238 -3.170
O -4.523 -0.735 -0.101
H -5.018 -1.546 -0.080
H -3.772 -1.088 0.384
O -0.722 -2.815 0.899
H -0.456 -3.665 0.633
H -0.566 -2.181 0.222
O 1.121 1.021 -3.141
H 0.196 0.818 -3.297
H 1.002 1.737 -2.520
O 4.057 -0.852 0.263
H 3.900 -0.435 1.095
H 4.647 -1.562 0.503
O -1.481 -0.318 -3.734
H -1.317 -0.915 -4.446
H -0.991 -0.860 -3.152
O -2.959 1.976 -0.298
H -2.837 1.043 -0.493
H -3.901 2.056 -0.464
O -0.001 -4.152 -2.249
H 0.109 -4.453 -1.348
H -0.819 -3.622 -2.182
O -0.799 3.835 0.560
H -1.185 2.938 0.481
H -0.805 3.966 1.517
O 2.454 2.884 1.635
H 2.073 3.682 1.290
H 1.959 2.324 1.009
O 0.356 -1.982 4.109
H 0.322 -1.613 3.249
H -0.349 -1.636 4.639
O 2.617 -0.109 2.505
H 1.901 0.125 1.950
H 2.929 0.643 2.948
O -2.338 -2.624 -1.584
H -2.652 -3.078 -0.760
H -1.611 -2.029 -1.288
O 2.076 -2.793 -0.475
H 1.572 -2.837 0.285
H 2.439 -3.647 -0.681
O -1.910 1.645 3.760
H -2.304 0.830 3.363
H -1.000 1.643 3.562
O 1.179 3.184 -1.049
H 1.281 2.320 -0.626
H 0.493 3.574 -0.521
O -2.873 -1.279 2.342
H -2.053 -1.558 1.897
H -3.034 -1.802 3.089
O 3.508 1.667 -1.625
H 3.902 1.494 -2.491
H 4.312 1.695 -1.065
O 1.702 -1.867 -3.360
H 2.447 -2.562 -3.547
H 0.924 -2.359 -3.007
O 0.516 2.371 3.303
H 0.422 3.272 3.599
H 1.271 2.237 2.769
```

Electronic energy   -66275.100 eV
Charge   0
HOMO level   -8.8 eV
Frontier orbital gap   8.1 eV
Strongest force on any atom   3.90 eV Å⁻¹


Record 6
Molecular formula: C2H44O22
Method: DFT, ωB97M-V/def2-TZVPD

Geometry as XYZ:
```
68
Properties=species:S:1:pos:R:3
O -0.329 -2.346 -20.751
C -1.529 -1.864 -20.323
C -1.622 -1.614 -18.880
O -2.896 -1.181 -18.433
H -2.327 -2.560 -20.599
H -1.781 -0.979 -20.833
H -0.857 -0.834 -18.778
H -1.286 -2.490 -18.339
O 1.705 -1.368 -18.945
H 1.165 -1.051 -18.218
H 0.947 -1.821 -19.304
O -2.862 -2.943 -16.442
H -2.963 -2.246 -17.126
H -3.584 -2.635 -15.812
O -2.682 1.166 -22.737
H -2.159 0.410 -22.909
H -2.265 1.961 -23.127
O -3.686 -4.653 -21.749
H -4.528 -4.883 -22.133
H -3.902 -4.447 -20.815
O -2.218 1.250 -19.839
H -2.398 0.353 -19.497
H -2.369 1.229 -20.783
O -1.403 -1.427 -23.426
H -1.173 -1.697 -22.545
H -2.305 -1.833 -23.515
O 0.184 0.410 -21.076
H -0.030 -0.515 -21.032
H -0.522 0.727 -20.493
O -0.442 -4.195 -16.841
H -0.078 -4.097 -17.710
H -1.159 -3.556 -16.764
O 1.115 1.970 -18.197
H 0.206 1.936 -18.419
H 1.232 1.119 -17.801
O 0.838 -0.331 -16.303
H -0.075 -0.041 -16.452
H 1.218 0.362 -15.763
O -1.152 -4.711 -21.874
H -1.005 -3.875 -21.383
H -2.111 -4.764 -21.837
O -3.719 2.286 -17.145
H -3.269 1.436 -17.015
H -4.453 2.352 -16.560
O -4.537 -1.067 -20.574
H -3.793 -1.084 -19.951
H -4.743 -0.137 -20.523
O -1.647 0.536 -16.567
H -1.955 -0.041 -17.294
H -1.949 0.158 -15.766
O -3.819 -2.395 -23.018
H -4.245 -1.846 -22.326
H -3.915 -3.318 -22.732
O 1.881 -2.090 -22.030
H 1.040 -2.218 -21.590
H 1.795 -1.813 -22.968
O 0.545 -4.321 -19.496
H -0.007 -3.706 -19.970
H 0.376 -5.205 -19.762
O -5.280 -0.820 -17.590
H -4.412 -0.935 -17.953
H -5.173 -0.213 -16.857
O -2.332 -5.701 -18.415
H -2.115 -6.631 -18.542
H -1.821 -5.310 -17.669
O -4.199 -3.927 -19.278
H -3.723 -3.102 -19.397
H -3.651 -4.534 -18.803
```

Electronic energy   -47835.834 eV
Relative energy (zero: lowest compared OMol25 entry of this formula, charge and spin)   28.2 kcal per mole
Charge   -2
HOMO level   -3.2 eV
Frontier orbital gap   7.5 eV
Strongest force on any atom   2.99 eV Å⁻¹